1.
The following is a quantum chemistry calculation of 2 unconnected molecules or ions with the total composition C20H19BCl3O6 at a distorted geometry, from OMol25.

Its total energy is -2630.58447 Eh. The charge is -1. The lowest unoccupied orbital energy is -0.548 eV. The value obtained for the orbital gap is 2.45 eV.

Each line ends with the Löwdin charge.
Positions of all 49 atoms, in Å:
1 Cl -3.513 3.201 2.034  0.48
2 B -3.394 1.365 1.778  -1.93
3 Cl -5.042 0.594 2.102  0.50
4 Cl -2.852 1.023 0.041  0.60
5 O -2.408 0.812 2.707  -0.05
6 C -2.173 -0.505 2.677  0.02
7 C -1.228 -1.097 3.526  -0.16
8 C -0.950 -2.485 3.523  0.01
9 C -0.013 -3.004 4.383  -0.06
10 C 0.671 -2.177 5.263  -0.04
11 C 0.413 -0.815 5.282  -0.05
12 C -0.519 -0.280 4.430  0.03
13 H -2.737 -1.101 1.975  0.13
14 H -1.480 -3.130 2.845  0.12
15 H 0.194 -4.061 4.381  0.11
16 H 1.403 -2.592 5.938  0.11
17 H 0.942 -0.173 5.967  0.11
18 H -0.734 0.775 4.434  0.13
19 C -4.225 1.916 -4.306  -0.12
20 O -3.312 2.661 -3.540  -0.11
21 C -2.139 2.016 -3.221  -0.31
22 C -1.203 2.754 -2.475  -0.05
23 C 0.003 2.226 -2.135  -0.04
24 C 0.378 0.915 -2.490  -0.15
25 C 1.639 0.367 -2.110  -0.07
26 C 1.972 -1.018 -2.391  -0.44
27 O 1.233 -1.699 -3.092  0.02
28 O 3.118 -1.555 -1.854  0.05
29 C 3.712 -0.820 -0.765  -0.53
30 C 2.910 -1.085 0.512  0.00
31 C 5.139 -1.345 -0.590  0.00
32 O 3.791 0.604 -0.980  0.06
33 C 2.660 1.196 -1.489  -0.44
34 O 2.513 2.410 -1.432  0.02
35 C -0.583 0.180 -3.222  -0.03
36 C -1.790 0.702 -3.580  -0.06
37 H -5.092 2.556 -4.477  0.08
38 H -3.787 1.647 -5.269  0.09
39 H -4.541 1.026 -3.759  0.09
40 H -1.465 3.753 -2.180  0.11
41 H 0.698 2.832 -1.587  0.09
42 H 1.890 -0.715 0.418  0.09
43 H 2.873 -2.155 0.709  0.08
44 H 3.383 -0.583 1.355  0.08
45 H 5.714 -1.161 -1.495  0.09
46 H 5.621 -0.837 0.243  0.08
47 H 5.116 -2.417 -0.404  0.08
48 H -0.339 -0.819 -3.527  0.08
49 H -2.470 0.097 -4.153  0.09

=====

2.
The following is a quantum chemistry calculation of a single C5H9NO2 molecule at a distorted geometry, from OMol25.

Its total energy is -401.14166 Eh. The value obtained for the energy above the lowest of the compared OMol25 structures with the same formula, charge and spin is 0.955 eV. The lowest unoccupied orbital energy is 0.798 eV. As for the structure (SMILES): CC1(C)O[C@H]1C(N)=O. The value obtained for the orbital gap is 10.63 eV.

Each line ends with the Löwdin charge.
Positions of all 17 atoms, in Å:
1 C 0.341 -1.649 1.377  -0.01
2 C -0.109 -0.851 0.171  -0.50
3 C -1.597 -0.886 -0.084  0.00
4 O 0.748 -0.894 -0.936  0.05
5 C 0.702 0.320 -0.228  -0.17
6 C 0.167 1.522 -0.963  -0.47
7 N 0.971 2.609 -0.861  0.17
8 O -0.870 1.553 -1.598  0.06
9 H 1.423 -1.636 1.477  0.08
10 H -0.108 -1.252 2.281  0.09
11 H 0.024 -2.680 1.256  0.08
12 H -1.932 -1.923 -0.133  0.09
13 H -1.831 -0.390 -1.028  0.08
14 H -2.120 -0.379 0.729  0.09
15 H 1.595 0.524 0.359  0.14
16 H 0.720 3.426 -1.392  0.11
17 H 1.876 2.584 -0.428  0.10

=====

3.
The following is a quantum chemistry calculation of 3 unconnected molecules or ions with the total composition C3H12O3S at a distorted geometry, from OMol25.

Its total energy is -745.34250 Eh. The value obtained for the energy above the lowest of the compared OMol25 structures with the same formula, charge and spin is 1.582 eV. The lowest unoccupied orbital energy is 0.289 eV. As for the structure (SMILES): OCCCS.O.O. The value obtained for the orbital gap is 9.28 eV.

Each line ends with the Löwdin charge.
Positions of all 19 atoms, in Å:
1 O -1.999 2.094 -0.134  -0.11
2 C -1.818 0.763 -0.636  -0.24
3 C -0.323 0.367 -0.605  -0.29
4 C 0.015 -0.897 -1.361  -0.51
5 S -0.814 -2.369 -0.509  0.73
6 H -1.210 2.515 0.213  0.07
7 H -2.597 0.358 0.005  0.13
8 H -1.965 0.947 -1.653  0.09
9 H 0.240 1.207 -1.075  0.13
10 H 0.063 0.160 0.413  0.06
11 H 1.091 -1.219 -1.325  0.06
12 H -0.168 -0.816 -2.464  0.09
13 H -0.595 -3.237 -1.354  -0.25
14 O 0.245 0.346 2.536  -0.05
15 H 0.671 -0.201 3.199  0.05
16 H 0.523 1.268 2.635  0.06
17 O 3.147 -0.740 0.796  -0.07
18 H 3.167 -0.088 0.076  0.04
19 H 2.327 -0.458 1.243  0.01

=====

4.
The following is a quantum chemistry calculation of 2 unconnected molecules or ions with the total composition C6H13NO at a distorted geometry, from OMol25.

Its total energy is -366.29789 Eh. The value obtained for the energy above the lowest of the compared OMol25 structures with the same formula, charge and spin is 3.701 eV. The lowest unoccupied orbital energy is 0.770 eV. As for the structure (SMILES): C/C=C/C(C)=C/N.O. The value obtained for the orbital gap is 8.29 eV.

Each line ends with the Löwdin charge.
Positions of all 21 atoms, in Å:
1 C 1.787 -2.739 1.596  -0.12
2 C 1.498 -1.480 0.807  -0.18
3 C 0.410 -1.418 0.038  -0.11
4 C -0.018 -0.199 -0.776  -0.33
5 C -0.044 1.156 -0.182  -0.07
6 C -0.399 -0.445 -2.058  -0.19
7 N -0.989 0.649 -2.784  -0.03
8 H 2.680 -2.543 2.210  0.07
9 H 1.690 -3.713 0.982  0.10
10 H 0.825 -2.881 2.120  0.07
11 H 2.150 -0.601 0.949  0.11
12 H -0.223 -2.304 -0.138  0.11
13 H -0.910 1.738 -0.565  0.05
14 H 0.907 1.724 -0.609  0.14
15 H -0.064 1.219 0.841  0.03
16 H -0.198 -1.526 -2.417  0.14
17 H -1.510 1.387 -2.100  0.11
18 H -1.838 0.418 -3.421  0.10
19 O -1.499 3.306 2.532  0.03
20 H -1.697 3.863 1.901  -0.06
21 H -2.295 2.979 2.930  0.04

=====

What did the third record say?
The following is a quantum chemistry calculation of 3 unconnected molecules or ions with the total composition C3H12O3S at a distorted geometry, from OMol25.

Its total energy is -745.34250 Eh. The value obtained for the energy above the lowest of the compared OMol25 structures with the same formula, charge and spin is 1.582 eV. The lowest unoccupied orbital energy is 0.289 eV. As for the structure (SMILES): OCCCS.O.O. The value obtained for the orbital gap is 9.28 eV.

Each line ends with the Löwdin charge.
Positions of all 19 atoms, in Å:
1 O -1.999 2.094 -0.134  -0.11
2 C -1.818 0.763 -0.636  -0.24
3 C -0.323 0.367 -0.605  -0.29
4 C 0.015 -0.897 -1.361  -0.51
5 S -0.814 -2.369 -0.509  0.73
6 H -1.210 2.515 0.213  0.07
7 H -2.597 0.358 0.005  0.13
8 H -1.965 0.947 -1.653  0.09
9 H 0.240 1.207 -1.075  0.13
10 H 0.063 0.160 0.413  0.06
11 H 1.091 -1.219 -1.325  0.06
12 H -0.168 -0.816 -2.464  0.09
13 H -0.595 -3.237 -1.354  -0.25
14 O 0.245 0.346 2.536  -0.05
15 H 0.671 -0.201 3.199  0.05
16 H 0.523 1.268 2.635  0.06
17 O 3.147 -0.740 0.796  -0.07
18 H 3.167 -0.088 0.076  0.04
19 H 2.327 -0.458 1.243  0.01